99
Properties=species:S:1:pos:R:3 method="wB97M-V/def2-TZVPD" charge=+1 spin_multiplicity=5 homo_lumo_gap_ev="8.05 / 8.08" total_energy_ha=-2654.43512
O -2.64285 2.30646 -1.81416
O -3.41907 1.01691 -3.76078
C -3.77746 2.63887 -0.94027
C -3.39752 3.64765 0.11304
H -4.09595 1.69114 -0.49573
H -4.59477 3.00692 -1.57684
H -2.61768 3.27855 0.78901
H -4.28022 3.86989 0.71949
H -3.05248 4.58336 -0.33255
C -2.07794 3.47326 -2.52138
C -3.07532 4.18827 -3.38842
H -1.24435 3.06723 -3.10077
H -1.66820 4.13201 -1.74821
H -3.60622 3.50873 -4.06265
H -2.55551 4.91551 -4.01891
H -3.80681 4.73979 -2.79174
C -2.35622 0.50664 -4.70943
C -4.71443 0.27011 -3.70851
C -2.32287 1.41565 -5.90282
H -2.65251 -0.51596 -4.96756
H -1.42369 0.50363 -4.13553
H -3.28487 1.41448 -6.42583
H -1.56451 1.06383 -6.60632
H -2.06745 2.44395 -5.62394
C -5.56672 0.72977 -4.85866
H -5.15221 0.50760 -2.73560
H -4.47232 -0.79859 -3.76264
H -5.60922 1.82196 -4.92168
H -6.58989 0.37449 -4.72555
H -5.20032 0.33692 -5.81016
H -3.05354 1.45679 -2.83667
N 0.23420 -0.44649 2.19888
C 0.50469 -1.69473 2.61759
C 0.87383 -2.73526 1.74303
C 1.25122 -2.69163 0.38718
C 0.34808 -2.01301 4.07688
H -0.71316 -1.99691 4.37632
H 0.89653 -1.29315 4.70152
H 0.74357 -3.01761 4.26769
C 1.53443 -4.00989 -0.28896
H 2.58578 -4.08060 -0.60896
H 0.89568 -4.15338 -1.17551
H 1.33466 -4.82613 0.41980
N 1.45253 -1.54755 -0.30017
C -0.18830 0.60218 3.08803
C -1.55872 0.78544 3.36341
C -2.60462 -0.12072 2.78298
C -1.94138 1.83035 4.20131
H -3.00189 1.94442 4.42592
C -0.98956 2.67785 4.76341
H -1.29778 3.49307 5.41646
C 0.36584 2.47074 4.49772
H 1.12917 3.09447 4.95662
C 0.78296 1.43877 3.66298
C 2.23310 1.22576 3.35895
C 2.43821 -1.45238 -1.33031
C 2.09651 -1.67575 -2.67569
C 0.72901 -2.15473 -3.06181
C 3.07932 -1.51241 -3.65247
H 2.81842 -1.72171 -4.69105
C 4.36856 -1.10270 -3.30983
H 5.12070 -0.93122 -4.08001
C 4.70013 -0.91322 -1.96630
H 5.70367 -0.61668 -1.66271
C 3.75084 -1.10576 -0.96744
C 4.09695 -0.92190 0.47429
Pm -0.25377 0.00542 -0.01036
H -3.18608 0.38123 1.98985
H -3.31595 -0.40899 3.57290
H -2.20725 -1.05466 2.36498
H 2.52034 0.16654 3.40239
H 2.83341 1.75962 4.10735
H 2.51990 1.60817 2.36609
H 0.48192 -1.77618 -4.06445
H -0.08256 -1.84388 -2.38547
H 0.69078 -3.25598 -3.11168
H 3.48481 -0.14433 0.95509
H 5.14670 -0.60865 0.55446
H 3.99422 -1.85394 1.04961
H 0.89288 -3.72460 2.19700
C -2.47017 -0.75109 -0.90082
Si -3.06182 -2.48072 -0.53067
H -3.14229 0.02981 -0.51373
H -2.40318 -0.55272 -1.98297
C -4.91362 -2.32371 -0.19888
C -2.35125 -3.45860 0.90819
C -2.69385 -3.49463 -2.07394
H -2.75188 -2.86610 -2.97304
H -3.43425 -4.30067 -2.16741
H -1.69602 -3.95691 -2.03979
H -5.10624 -1.60563 0.61213
H -5.37027 -3.28057 0.08914
H -5.41820 -1.96035 -1.10461
H -2.19140 -2.88955 1.83039
H -1.40214 -3.94475 0.65077
H -3.07476 -4.25312 1.15126
O 3.16331 2.16201 -0.81628
N 1.99120 2.18700 -1.13749
O 1.14691 1.57190 -0.27670

=====

18
Properties=species:S:1:pos:R:3 method="wB97M-V/def2-TZVPD" charge=+1 spin_multiplicity=1 homo_lumo_gap_ev="9.32 / 9.32" total_energy_ha=-252.02809
C 0.73776 1.17715 -0.54716
C 0.35702 -0.27858 -0.44398
C -2.68676 0.44656 -0.40265
C 2.62880 -0.26962 0.35952
C -1.97718 -0.58810 0.31246
N 1.33397 0.32409 0.44082
H 1.43558 1.58962 -1.17339
H -0.00704 1.84825 -0.12197
H 0.72988 -1.01930 -1.06522
H -2.30704 1.58474 -0.17206
H -3.74205 0.30312 -0.09834
H -2.53460 0.40198 -1.50073
H 3.45723 0.48274 0.39818
H 2.82751 -1.00133 1.15671
H 2.61458 -0.86836 -0.59864
H -2.34432 -1.57608 0.14580
H -1.65590 -0.22942 1.26167
H 1.13901 0.43982 1.47260

=====

38
Properties=species:S:1:pos:R:3 method="wB97M-V/def2-TZVPD" spin_multiplicity=2 homo_lumo_gap_ev="9.22 / 8.44" total_energy_ha=-1128.73128
C 1.71044 -1.23920 -1.17999
C 1.52480 -0.58894 0.20406
C 2.90076 -0.61705 0.92398
C 1.14852 0.87893 0.07436
C -0.31724 1.13307 -0.34075
C -0.76934 2.39085 0.47384
C 0.19018 3.55988 0.36823
O 0.26015 4.29961 -0.53727
P -0.34942 1.67253 -2.16927
O -0.95265 0.36705 -2.99308
O -1.61971 2.70749 -2.27073
C -1.34480 0.01316 -0.01111
C -0.84665 -1.28869 0.66083
C -1.21990 -2.47201 -0.24487
C -1.68109 -1.48746 1.93903
N 0.56462 -1.29024 1.09528
O 0.99094 -2.47676 1.34090
H 1.33736 -2.24955 -1.24702
H 1.25357 -0.60217 -1.92957
H 2.75136 -1.27234 -1.45277
H 3.61187 -1.26486 0.43656
H 2.80721 -0.86730 1.97092
H 3.32037 0.38208 0.87735
H 1.80438 1.33079 -0.66232
H 1.32506 1.32932 1.04182
H -0.76833 2.05724 1.50785
H -1.78784 2.67686 0.24049
H 0.89519 3.70015 1.21325
H -0.71409 -0.47919 -2.58718
H -2.38722 2.28768 -1.84462
H -1.86777 -0.27408 -0.91578
H -2.10860 0.44569 0.61798
H -0.96495 -3.42529 0.19277
H -2.29916 -2.44570 -0.32702
H -0.85022 -2.35934 -1.25514
H -1.28233 -2.30527 2.52322
H -2.72865 -1.62744 1.71962
H -1.53683 -0.59948 2.54616

=====

48
Properties=species:S:1:pos:R:3 method="wB97M-V/def2-TZVPD" smiles="NC(N)=O.NC(N)=O.NC(N)=O.NC(N)=O.NC(N)=O.NC(N)=O" spin_multiplicity=1 homo_lumo_gap_ev=9.28 total_energy_ha=-1351.78226
C 1.37743 7.94330 -4.54078
O 1.93052 6.96564 -4.05339
N 0.03347 8.07951 -4.71822
N 2.02741 9.11700 -4.85579
H -0.44135 7.29731 -4.24789
H -0.36474 8.83238 -5.24066
H 3.02195 8.96060 -4.91033
H 1.51469 9.83852 -5.32125
C -1.14075 5.00653 -3.44914
O -1.36472 6.20963 -3.26194
N -0.11155 4.54763 -4.20239
N -1.93702 4.04675 -2.94030
H 0.61008 5.25575 -4.29804
H 0.18565 3.58895 -4.12651
H -2.78141 4.34894 -2.47842
H -1.67643 3.07093 -3.02230
C -1.45750 0.67200 -3.19952
O -0.75237 1.45761 -2.55463
N -2.32521 1.06396 -4.16532
N -1.60654 -0.61610 -2.79015
H -2.07750 1.95209 -4.57093
H -2.80154 0.37788 -4.72360
H -2.33782 -1.17948 -3.18526
H -1.15301 -0.93355 -1.95347
C -2.39910 9.70996 -2.24736
O -2.34514 10.84041 -1.76000
N -1.53885 8.71633 -1.96049
N -3.27885 9.40834 -3.24406
H -0.70722 8.90605 -1.43396
H -1.63125 7.85200 -2.48255
H -3.37648 8.49273 -3.64399
H -3.84514 10.15136 -3.60962
C -5.48577 5.61349 -1.30212
O -4.34986 5.19450 -1.14852
N -5.91439 6.22257 -2.44665
N -6.43983 5.60107 -0.33608
H -5.35744 6.41118 -3.25766
H -6.88768 6.45655 -2.52980
H -6.27246 5.17702 0.55562
H -7.20901 6.21035 -0.54268
C 4.66301 4.47701 -4.67499
O 4.73949 5.30184 -5.57249
N 5.65156 3.57291 -4.41699
N 3.59616 4.39447 -3.85661
H 6.46277 3.61585 -5.00744
H 5.78364 3.30154 -3.45793
H 2.85742 5.07478 -3.93956
H 3.66425 3.89523 -2.98732

=====

41
Properties=species:S:1:pos:R:3 method="wB97M-V/def2-TZVPD" charge=-1 spin_multiplicity=2 homo_lumo_gap_ev="2.65 / 3.12" total_energy_ha=-3056.48164
K -3.64065 0.34617 0.64544
C -1.83276 0.41755 4.82638
C -2.58410 0.13824 3.69901
N -1.97332 -0.11501 2.53061
C -0.63213 -0.11283 2.42038
C 0.14778 -0.02036 3.62334
N -0.51522 0.25663 4.77317
C 0.05791 -0.16250 1.09047
C 1.48924 -0.07032 1.04821
C 2.11233 -0.16330 -0.13049
C 1.30613 -0.15290 -1.28183
C -0.09383 -0.12661 -1.18113
N -0.70254 -0.06125 -0.00575
C -0.92559 -0.26944 -2.38204
C -0.38003 -0.50470 -3.68671
N -1.15164 -0.44689 -4.74327
C -2.42803 -0.15604 -4.65376
C -2.95478 0.02229 -3.39751
N -2.24110 -0.10718 -2.29881
C 3.63063 -0.10910 -0.23121
C 4.45374 0.00369 0.87104
C 5.84519 0.02655 0.66078
N 6.42485 0.02226 -0.50935
C 5.59523 -0.00121 -1.57058
C 4.21779 -0.10020 -1.55341
H -2.20978 0.54651 5.81802
H -3.69203 0.19201 3.65738
H 1.21373 -0.02590 3.66824
H 1.95634 -0.01229 1.98346
H 1.69796 -0.09864 -2.31031
H 0.70857 -0.61946 -3.79552
H -3.05093 -0.06923 -5.52055
H -3.98238 0.12772 -3.17153
H 4.05218 0.13580 1.84009
H 6.54408 -0.07241 1.55812
H 6.14724 0.12384 -2.47496
H 3.69588 -0.19816 -2.48901
S -5.77424 0.62937 -1.60237
Sb -7.46509 -0.07983 -0.20427
S -6.72990 -0.46784 2.03114
S -6.33672 1.33499 2.44910

=====

102
Properties=species:S:1:pos:R:3 method="wB97M-V/def2-TZVPD" charge=+2 spin_multiplicity=1 homo_lumo_gap_ev=7.47 total_energy_ha=-5618.55628
In 0.30842 -0.19869 -0.16326
N 2.07319 -1.10713 3.68057
C 2.03385 -0.78162 2.36866
S 1.62221 -2.02196 1.22252
N 2.34942 0.44187 2.03960
N 2.23305 0.68138 0.71905
C 3.09880 1.31216 0.02514
C 4.27212 2.00726 0.60155
C 5.56495 1.74924 0.15096
C 6.64135 2.41377 0.71772
C 6.43190 3.35657 1.71410
C 5.14394 3.61826 2.16488
C 4.06847 2.93456 1.62426
C 2.88550 1.19065 -1.43867
C 3.61142 1.94394 -2.35123
C 3.44092 1.70250 -3.70692
C 2.54967 0.72191 -4.10965
C 1.83133 0.04376 -3.13485
N 1.97985 0.27553 -1.83525
H 2.05916 -2.07917 3.93006
H 2.54312 -0.46894 4.30377
H 5.72598 1.01782 -0.63323
H 7.64740 2.19605 0.38230
H 7.27355 3.88446 2.14423
H 4.97769 4.35573 2.94042
H 3.06618 3.11584 1.99476
H 4.29844 2.70198 -1.99968
H 4.00645 2.26554 -4.43855
H 2.40501 0.49074 -5.15672
H 1.10615 -0.71715 -3.40547
C -4.21224 0.43249 -1.67086
C -2.73385 0.65151 -1.82802
O -1.95640 0.32724 -0.91731
N -2.36587 1.26758 -2.96800
C -0.98713 1.48358 -3.39142
C -0.29438 2.57658 -2.62070
C -0.35519 3.90069 -3.03603
C 0.25479 4.87770 -2.26821
C 0.90854 4.49810 -1.10723
C 0.93144 3.15612 -0.77391
N 0.35093 2.20637 -1.51154
H -4.40430 -0.05920 -0.72218
H -4.58339 -0.19293 -2.48406
H -4.74872 1.38239 -1.69805
H -3.08956 1.52624 -3.61657
H -1.00035 1.70787 -4.45485
H -0.42276 0.56827 -3.24037
H -0.87588 4.15100 -3.95211
H 0.22226 5.91708 -2.57002
H 1.40018 5.22626 -0.47628
H 1.45724 2.81704 0.11022
N -1.56587 0.42702 2.74405
P -0.90803 1.64750 1.75487
C -2.34808 2.76678 1.51436
C -2.76258 3.17336 0.25128
C -3.86985 4.00147 0.10926
C -4.56946 4.42466 1.22719
C -4.15491 4.03112 2.49496
C -3.04684 3.21382 2.63896
C 0.00595 2.61697 3.01244
C 0.20490 3.98214 2.79863
C 0.88840 4.74793 3.73028
C 1.38694 4.15703 4.88439
C 1.18385 2.80312 5.10696
C 0.49744 2.03450 4.17561
C -1.85397 -0.87203 2.38269
C -2.60722 -1.66812 3.25850
C -2.86086 -2.97571 2.92768
C -2.36826 -3.48138 1.72496
C -1.64907 -2.63429 0.92022
N -1.39593 -1.35231 1.22802
H -2.05056 0.73326 3.57228
H -2.20892 2.85523 -0.62411
H -4.18678 4.31824 -0.87723
H -5.42896 5.07396 1.11760
H -4.68857 4.36786 3.37483
H -2.71103 2.95018 3.63591
H -0.20561 4.46334 1.91753
H 1.01692 5.81092 3.56665
H 1.92256 4.75466 5.61061
H 1.55493 2.34323 6.01454
H 0.34553 0.97839 4.35781
H -2.97444 -1.24377 4.18527
H -3.43921 -3.60410 3.59331
H -2.53939 -4.50695 1.43164
H -1.25069 -2.97241 -0.02655
C -1.87580 -4.35918 -4.19791
N -0.60059 -4.61470 -3.54430
C 0.13842 -5.77730 -3.65363
C 1.25240 -5.61070 -2.91378
N 1.18695 -4.34613 -2.36161
C 2.17402 -3.76189 -1.46830
C 0.05095 -3.74384 -2.75490
Se -0.54712 -2.01466 -2.39308
H -2.23020 -5.28388 -4.64211
H -1.76041 -3.60618 -4.97505
H -2.60025 -4.00326 -3.46991
H -0.19123 -6.61490 -4.24318
H 2.07309 -6.28336 -2.73194
H 3.10394 -4.31696 -1.55593
H 1.82971 -3.80310 -0.43758
H 2.34674 -2.72095 -1.73344

=====

83
Properties=species:S:1:pos:R:3 method="wB97M-V/def2-TZVPD" charge=+1 spin_multiplicity=1 homo_lumo_gap_ev=9.12 total_energy_ha=-2932.61275
C 3.32164 4.11015 2.76580
C 3.47505 2.58141 2.85184
C 3.52120 1.74261 1.55297
Cl 4.69305 2.60104 0.52819
N 2.19332 1.46258 0.82658
C 1.07125 1.54429 1.83138
N 0.64773 2.89143 2.11320
C -0.80212 2.99756 2.38708
C 1.92734 2.43901 -0.25923
C 0.51259 2.35849 -0.82556
C 0.09533 0.94902 -1.30572
C -1.20071 0.33788 -0.65348
C -2.40143 1.21355 -0.29502
N -3.01951 0.78757 0.97833
P -0.40857 1.22049 -3.05706
O 0.59982 1.89399 -3.87918
O -1.72597 2.14068 -2.98186
O -1.00945 -0.09450 -3.69187
C 1.22884 -0.11364 -1.08689
C 1.83631 -0.65371 -2.39861
C 2.64224 0.21081 -3.32775
O 2.88702 -0.18150 -4.41344
O 3.07521 1.41936 -2.90294
C 2.20209 0.04451 0.14989
S 3.93067 -0.33787 -0.43364
C 2.09544 -1.09627 1.20662
C 0.74799 -1.73704 1.50864
C -0.10804 -1.29165 2.51950
C -1.33142 -1.89468 2.80230
C -1.74140 -3.01209 2.07628
C -0.88600 -3.49722 1.09553
C 0.34588 -2.89253 0.79717
C 1.18826 -3.55361 -0.26948
H 2.63212 4.45105 3.53310
H 4.25878 4.61312 2.96235
H 2.94855 4.48035 1.81940
H 4.46565 2.41673 3.26523
H 2.82663 2.15703 3.61143
H 3.95136 0.80466 1.86100
H 1.36423 1.04509 2.74362
H 0.23603 0.97495 1.44087
H 1.07530 3.22295 2.96227
H -1.35200 3.35347 1.52329
H -0.94078 3.73737 3.16815
H -1.21774 2.07307 2.78012
H 2.06785 3.46126 0.05799
H 2.58253 2.27017 -1.10112
H 0.60502 3.02222 -1.68360
H -0.20891 2.84034 -0.17883
H -1.54639 -0.40814 -1.36509
H -0.93705 -0.25932 0.21630
H -3.17238 1.05342 -1.04425
H -2.23672 2.28945 -0.29350
H -2.36295 0.26185 1.54504
H -3.26896 1.59125 1.53750
H -1.46117 3.03256 -2.73009
H -1.94926 -0.20264 -3.49437
H 0.63912 -0.98247 -0.81315
H 0.98711 -0.98435 -2.99469
H 2.36499 -1.58535 -2.26091
H 3.00049 1.98913 -3.68383
H 4.24442 0.73506 -1.17341
H 2.75852 -1.89894 0.91601
H 2.51082 -0.76550 2.15735
H 0.17426 -0.45150 3.13582
H -1.98044 -1.51721 3.57684
H -2.68720 -3.48848 2.26311
H -1.17815 -4.38071 0.55016
H 0.78828 -4.53414 -0.49415
H 1.23127 -2.99949 -1.19880
H 2.18760 -3.73738 0.11650
F -4.83953 -2.75509 0.92161
C -4.62968 -3.14075 -0.35193
C -4.01554 -2.26174 -1.22128
C -3.79475 -2.66414 -2.53121
C -4.19306 -3.92446 -2.95409
C -4.81179 -4.78874 -2.06170
C -5.03023 -4.40033 -0.74739
H -3.72318 -1.28046 -0.86675
H -3.31151 -1.99215 -3.22937
H -4.02321 -4.23136 -3.97697
H -5.12752 -5.76960 -2.38899
H -5.50450 -5.06223 -0.03516

=====

55
Properties=species:S:1:pos:R:3 method="wB97M-V/def2-TZVPD" charge=+2 spin_multiplicity=4 homo_lumo_gap_ev="7.39 / 7.85" total_energy_ha=-2500.54234
C 1.09163 2.30265 1.25747
C 0.03668 2.43392 0.29385
C -1.19891 2.62029 0.99326
H 0.14049 2.48076 -0.78909
C -0.91576 2.61036 2.39884
C 0.50421 2.40505 2.57087
H 1.07366 2.40154 3.50418
H 2.15203 2.22091 1.01156
H -2.17659 2.79571 0.54885
H -1.63971 2.78485 3.19136
Mn -0.34840 0.67957 1.61746
C -1.21642 -2.23010 -2.98518
H -2.22203 -1.87673 -2.71993
H -1.37451 -2.60833 -4.02032
H -0.42050 -1.47820 -3.43285
Si -0.29327 -0.99588 -1.77696
C 1.52295 -0.76191 -1.90314
C 2.18835 0.47152 -1.85475
H 1.71379 1.34496 -1.39794
C 3.46387 0.57979 -2.41998
H 3.95994 1.55238 -2.44902
C 4.08572 -0.55029 -2.96303
H 5.04395 -0.45330 -3.47072
C 3.48225 -1.80772 -2.85048
H 3.97045 -2.69726 -3.24748
C 2.23735 -1.92626 -2.23171
H 1.78681 -2.90363 -2.03124
C -1.20871 0.57612 -2.07842
C -0.70594 1.25266 -3.20080
H 0.30337 1.04341 -3.56700
C -1.53805 2.12219 -3.90420
H -1.17191 2.55023 -4.83565
C -2.82323 2.38873 -3.42928
H -3.47598 3.04972 -3.99573
C -3.28243 1.79230 -2.25032
H -4.28828 2.00200 -1.88707
C -2.47334 0.89044 -1.55709
H -2.82603 0.40829 -0.64109
H -0.55035 -1.46160 -0.40174
H -0.81111 -3.07580 -2.37199
O 1.15081 -1.65075 1.38710
C 0.18993 -2.41935 2.13776
C -0.20391 -1.73222 3.41881
C -0.22416 -2.46944 4.60291
C -0.47451 -1.81996 5.81312
C -0.71010 -0.44743 5.77894
C -0.71674 0.22720 4.56475
N -0.45409 -0.39912 3.38950
H 2.01257 -1.75489 1.82670
H -0.67457 -2.55782 1.46912
H 0.62534 -3.40100 2.37981
H -0.02764 -3.54171 4.53938
H -0.48241 -2.38057 6.75182
H -0.88620 0.12252 6.68706
H -0.92035 1.29120 4.52972